Entry 1:
Entry from the OMol25 dataset: a structure of composition C33H59Ge2N3O7PPbS2 (ωB97M-V with the def2-TZVPD basis set).

```
! RIJCOSX wB97M-V def2-TZVPD def2/J DEFGRID3
* xyz 3 1
Pb 1.7482 -0.8080 -1.1629
C -3.4784 0.7806 3.7387
C -2.6943 -0.1578 2.8116
Ge -0.9480 0.6018 2.4204
C 0.0562 1.3413 3.9029
C -0.3361 2.7703 4.2896
C -1.1606 1.9741 1.0577
C -1.2800 2.4758 -0.1771
Ge -0.9289 1.8419 -1.9981
C 0.8040 2.3764 -2.7326
C 0.7080 2.9774 -4.1361
C -2.4731 1.8152 -3.1738
C -3.0418 3.1827 -3.5647
C -1.8575 3.8490 -0.3318
C -3.0110 4.2207 0.3596
C -3.5462 5.4896 0.2067
C -2.9391 6.4088 -0.6395
C -1.7980 6.0495 -1.3402
C -1.2667 4.7761 -1.1922
H -4.4666 0.3685 3.9394
H -3.6250 1.7697 3.2998
H -2.9801 0.9059 4.7005
H -3.2235 -0.3007 1.8681
H -2.5630 -1.1383 3.2668
H 1.1082 1.2957 3.6150
H -0.0822 0.6566 4.7425
H -0.1241 3.4781 3.4871
H 0.2268 3.0937 5.1656
H -1.3931 2.8518 4.5439
H -1.4900 2.7344 1.7883
H 1.4428 1.4870 -2.7670
H 1.2691 3.0744 -2.0348
H 0.2457 2.2805 -4.8344
H 1.6991 3.2308 -4.5154
H 0.1216 3.8968 -4.1361
H -3.2357 1.2114 -2.6779
H -2.1559 1.2542 -4.0552
H -3.4101 3.7311 -2.6994
H -3.8766 3.0443 -4.2512
H -2.3040 3.8076 -4.0677
H -3.5143 3.4984 0.9914
H -4.4469 5.7601 0.7412
H -3.3577 7.3992 -0.7540
H -1.3184 6.7615 -1.9986
H -0.3544 4.5333 -1.7275
C 4.3824 -5.9451 3.1574
C 3.3019 -4.9983 2.7287
C 2.1282 -5.4816 2.1432
C 1.1054 -4.6289 1.7773
C 1.2613 -3.2635 2.0016
C 2.4131 -2.7513 2.5854
C 3.4249 -3.6263 2.9445
S -0.0303 -2.2196 1.4809
O 0.2813 -0.9127 2.1614
O -1.3074 -2.7953 1.7651
N 0.1091 -1.9006 -0.0659
C -0.9761 -2.2643 -0.9574
C -1.1873 -1.1450 -1.9641
O -1.9019 -1.2627 -2.9409
O -0.5329 -0.0388 -1.6639
H 4.4738 -6.7807 2.4652
H 4.1455 -6.3599 4.1393
H 5.3460 -5.4451 3.2334
H 2.0092 -6.5475 1.9961
H 0.1818 -5.0179 1.3683
H 2.4959 -1.6932 2.7921
H 4.3168 -3.2430 3.4238
H -1.9237 -2.3394 -0.4139
H -0.8234 -3.2104 -1.4803
C 2.9064 3.5460 2.5725
C 4.2246 2.7971 2.7266
C 4.1015 1.2804 2.6393
S 3.8943 0.5005 1.0237
O 2.4154 0.6903 0.6058
C 4.8823 1.5490 -0.0770
C 4.1887 2.8045 -0.6172
C 4.3869 2.9411 -2.1237
H 3.0794 4.6211 2.5471
H 2.2514 3.3435 3.4189
H 2.3744 3.2654 1.6617
H 4.6499 3.0117 3.7092
H 4.9666 3.1530 2.0110
H 3.2471 0.9035 3.2102
H 4.9911 0.7761 3.0277
H 5.1600 0.8746 -0.8908
H 5.8020 1.7593 0.4732
H 4.5845 3.6852 -0.1130
H 3.1228 2.7638 -0.3874
H 5.4427 3.0308 -2.3812
H 3.8777 3.8265 -2.5039
H 3.9855 2.0703 -2.6510
N 2.8968 -1.0555 -6.4287
C 2.4756 -2.2989 -5.6877
P 0.9876 -1.8252 -4.6617
O 0.9316 -0.3432 -4.8570
O 1.0909 -2.4210 -3.2850
C -0.4392 -2.6594 -5.5057
N -1.3428 -3.3326 -4.5244
H 3.8902 -0.8495 -6.3288
H 2.3147 -0.2884 -6.0100
H 2.6959 -1.1085 -7.4277
H 3.2791 -2.6028 -5.0202
H 2.3079 -3.1016 -6.4012
H -0.0901 -3.4171 -6.2060
H -1.0188 -1.9168 -6.0517
H -1.7401 -2.6204 -3.8559
H -0.8180 -4.0101 -3.9684
H -2.1098 -3.8174 -4.9930
*
```

## Properties
max |F| = 0.0131 hartree/bohr
energy relative to the best compared isomer or geometry (same formula, charge and spin) = 0.0 kJ/mol
gap between HOMO and LUMO = 0.26940 Ha

These are the Löwdin partial charges, in e, on atoms 1 to 4:
1. Pb 1.562
2. C -0.142
3. C -0.310
4. Ge 0.991

***

Entry 2:
Entry from the OMol25 dataset: a structure of composition C33H60AlBClF2N2O32S (ωB97M-V with the def2-TZVPD basis set).

```
! RIJCOSX wB97M-V def2-TZVPD def2/J DEFGRID3
* xyz -1 1
O 6.1627 2.8755 2.4036
C 5.1158 3.4224 2.3405
Cl 4.9463 4.9908 3.2833
C 3.8763 2.8907 1.5361
Al 4.4773 1.5895 0.0479
C 3.1061 1.5542 -1.4769
B 1.6472 1.9324 -0.9164
O 1.0546 3.1774 -1.3001
O 1.0117 1.0191 -0.0199
N 4.5966 -0.1406 0.9264
C 4.2334 -1.0042 0.2008
S 3.8819 -2.1862 -0.8849
N 6.1944 2.2365 -0.5543
C 6.1008 3.1336 -1.6275
O 6.2154 2.9018 -2.7873
F 5.8788 4.4678 -1.2711
C 7.1408 1.1878 -0.8039
O 8.2379 1.2942 -0.3676
F 6.8419 0.0283 -1.4781
H 3.1459 2.3850 2.2144
H 3.4222 3.7883 1.0184
H 3.0695 0.5428 -1.9802
H 3.3585 2.3420 -2.2497
H 1.5298 3.8972 -0.8525
H 0.5112 0.3988 -0.5846
C 3.9767 -5.5345 -4.4456
O 2.7363 -4.9347 -4.0703
C 1.6752 -5.7419 -4.1829
O 1.6906 -6.8844 -4.5605
O 0.5917 -5.0523 -3.7997
C -0.6280 -5.7924 -3.8659
H 4.7565 -4.7870 -4.3120
H 4.2001 -6.3884 -3.8054
H 3.9575 -5.8339 -5.4941
H -0.5903 -6.6571 -3.2026
H -0.8354 -6.1015 -4.8912
H -1.4298 -5.1351 -3.5326
C -1.5505 -3.9333 3.0203
O -0.3441 -3.6394 2.3194
C -0.3640 -3.9746 1.0247
O -1.2875 -4.4842 0.4383
O 0.8182 -3.6474 0.4972
C 0.9465 -3.9499 -0.8910
H -1.4175 -3.6207 4.0543
H -2.3876 -3.3778 2.5950
H -1.7530 -5.0049 3.0069
H 0.2116 -3.3947 -1.4757
H 0.8454 -5.0228 -1.0632
H 1.9435 -3.6419 -1.2063
C 3.2380 -3.9768 7.6755
O 3.9262 -4.0371 6.4281
C 3.1216 -4.1126 5.3587
O 1.9162 -4.1332 5.3819
O 3.8874 -4.1610 4.2679
C 3.1583 -4.2446 3.0397
H 3.9882 -3.9186 8.4624
H 2.6110 -3.0857 7.7275
H 2.6411 -4.8770 7.8302
H 2.5272 -3.3662 2.9048
H 2.5605 -5.1567 3.0088
H 3.8815 -4.2775 2.2266
C -1.6937 3.6960 -1.8484
O -2.7705 3.6007 -2.7922
C -3.7720 2.8056 -2.4085
O -3.8360 2.1914 -1.3764
O -4.7001 2.8107 -3.3802
C -5.8397 1.9971 -3.1067
H -0.9445 4.3631 -2.2659
H -2.0455 4.1169 -0.9055
H -1.2373 2.7233 -1.6881
H -6.3591 2.3494 -2.2149
H -5.5488 0.9517 -2.9953
H -6.5148 2.0811 -3.9569
C 0.4537 -2.8214 -5.1385
O 0.4735 -1.4092 -5.3643
C -0.6091 -0.9362 -5.9865
O -1.5566 -1.5852 -6.3540
O -0.4598 0.3866 -6.1304
C -1.5508 1.0318 -6.7835
H 1.3753 -3.0865 -4.6326
H -0.3844 -3.0947 -4.5015
H 0.4109 -3.3615 -6.0868
H -2.4703 0.9095 -6.2097
H -1.6755 0.6469 -7.7966
H -1.3173 2.0936 -6.8419
C -1.5997 -0.5640 11.2196
O -1.9876 -1.0317 9.9297
C -0.9792 -1.1133 9.0498
O 0.1712 -0.8325 9.2672
O -1.4747 -1.5603 7.8931
C -0.5034 -1.6974 6.8525
H -2.4924 -0.5394 11.8427
H -0.8770 -1.2428 11.6743
H -1.1919 0.4456 11.1568
H 0.2625 -2.4207 7.1331
H -0.0538 -0.7325 6.6159
H -1.0168 -2.0656 5.9666
C 5.3322 6.8885 -2.4539
O 5.8061 8.2244 -2.2511
C 4.8415 9.1283 -2.0716
O 3.6567 8.9119 -2.0685
O 5.4212 10.3255 -1.8945
C 4.5009 11.3940 -1.6894
H 6.1976 6.2474 -2.5876
H 4.7759 6.5423 -1.5845
H 4.7169 6.8319 -3.3531
H 3.9099 11.2259 -0.7881
H 3.8517 11.5157 -2.5575
H 5.0805 12.3067 -1.5588
C -4.9138 5.4307 -4.6987
O -6.3270 5.2092 -4.7299
C -7.0590 6.3244 -4.7873
O -6.6357 7.4511 -4.8135
O -8.3529 5.9707 -4.8105
C -9.2575 7.0709 -4.8718
H -4.4293 4.4637 -4.6527
H -4.5833 5.9417 -5.6045
H -4.6327 6.0001 -3.8121
H -9.1019 7.6473 -5.7846
H -9.1505 7.7072 -3.9925
H -10.2680 6.6653 -4.8857
C -6.2928 -5.8954 6.5997
O -6.6793 -6.3669 5.3094
C -5.6717 -6.4487 4.4316
O -4.5222 -6.1660 4.6470
O -6.1657 -6.8992 3.2730
C -5.1924 -7.0357 2.2362
H -7.1860 -5.8710 7.2219
H -5.5695 -6.5720 7.0563
H -5.8868 -4.8853 6.5350
H -4.4257 -7.7573 2.5205
H -4.7431 -6.0706 1.9995
H -5.7057 -7.4058 1.3504
*
```

## Properties
max |F| = 0.0390 hartree/bohr
gap between HOMO and LUMO = 0.30885 Ha

These are the Löwdin partial charges, in e, on atoms 1 to 4:
1. O 0.024
2. C -0.815
3. Cl 0.511
4. C -0.162

***

Entry 3:
Entry from the OMol25 dataset: a structure of composition C33H61AlBCl2CsF10N3NaO24PS2 (ωB97M-V with the def2-TZVPD basis set).

```
! RIJCOSX wB97M-V def2-TZVPD def2/J DEFGRID3
* xyz 1 1
C 2.9174 6.5793 -0.6485
C 2.4937 6.1736 0.8861
O 3.4512 5.3031 1.5853
C 2.7147 4.5238 2.6353
C 2.4373 3.0115 1.9848
O 1.1186 2.4684 2.3496
C 0.8490 1.1879 1.6178
C -0.7485 1.1298 1.3080
C -1.1611 1.3242 -0.2857
B -0.6782 2.8308 -0.7042
O 0.6948 3.2329 -1.1238
O -1.6902 3.9432 -0.6569
C -2.6970 3.7803 -1.7171
C -4.2284 4.1146 -1.1416
N -0.5611 0.1802 -1.0560
C -0.6791 0.3212 -2.5895
C 0.7680 0.7992 -3.2821
N 1.2923 -0.1729 -4.3098
C 1.9581 0.5546 -5.4935
C 3.2448 1.4842 -5.0336
C 2.2350 -1.2050 -3.7480
C 3.2623 -1.0419 -2.4849
O 2.2733 -2.4009 -4.3998
C -1.1550 -1.1865 -0.7469
O -0.0416 -2.1589 -1.0100
C -0.5137 -3.2943 -1.8138
C 0.8496 -4.2054 -2.1464
C -1.6339 -1.4418 0.7813
O -0.8450 -2.5947 1.3301
P -3.4812 -2.0597 0.8442
C -3.8188 -3.3953 -0.4736
O -4.5111 -0.6967 0.3562
C -1.5466 -0.1959 1.8226
C -1.0382 -0.7597 3.3133
C -1.1198 0.3926 4.4929
O -2.2668 0.8273 5.0422
O 0.1929 0.9246 4.9880
H 3.9990 7.0216 -0.7456
H 2.7835 5.6849 -1.4087
H 2.1823 7.4319 -1.0331
H 1.4594 5.6297 0.8259
H 2.4616 7.1928 1.4993
H 1.7281 5.0755 2.9521
H 3.4295 4.4663 3.5879
H 2.6056 3.1451 0.8231
H 3.2789 2.3145 2.4621
H 1.2931 0.2932 2.2248
H 1.5156 1.2679 0.6301
H -1.2405 2.0617 1.8691
H -2.3539 1.3234 -0.3095
H 0.7416 4.2468 -1.0283
H -2.7634 2.7020 -2.1731
H -2.4900 4.6070 -2.5322
H -4.1988 4.6277 -0.0692
H -4.8734 3.1268 -1.1562
H -4.7311 4.8699 -1.9155
H 0.4865 0.0710 -0.8984
H -0.8977 -0.7304 -3.1117
H -1.5809 1.0105 -2.9115
H 1.5413 1.1449 -2.4732
H 0.4786 1.7885 -3.8858
H 1.1011 1.2071 -6.0053
H 2.3088 -0.2078 -6.3416
H 3.4811 1.4320 -3.8797
H 4.1629 1.1127 -5.6744
H 3.0786 2.6391 -5.2746
H 2.9324 -1.6638 -1.5301
H 4.3100 -1.5132 -2.8084
H 3.4937 0.0692 -2.1707
H -2.0974 -1.4268 -1.4401
H -1.1759 -3.9848 -1.1296
H -0.9994 -3.0123 -2.8402
H 0.8006 -5.2436 -1.5593
H 0.9512 -4.4398 -3.2883
H 1.8137 -3.6595 -1.7016
H -1.4739 -3.3357 1.6100
H -4.9665 -3.7016 -0.3533
H -3.2111 -4.3878 -0.3503
H -3.7490 -2.9386 -1.5727
H -4.6406 -0.0676 1.1259
H -2.6689 0.1598 2.0270
H 0.0651 -1.1491 3.3031
H -1.7152 -1.6772 3.6490
H 0.7803 0.0883 4.9740
C -7.1467 -1.7049 -1.6379
C -6.3183 -0.4901 -2.0075
O -6.0637 -0.3798 -3.4037
C -7.0943 0.1734 -4.2701
O -7.5196 1.3454 -3.8065
C -8.2599 -0.8415 -4.5963
F -7.7739 -2.1085 -4.7461
F -8.8656 -0.5447 -5.7817
F -9.2416 -0.9139 -3.6650
H -6.8572 -2.5797 -2.2283
H -7.0274 -1.9376 -0.5753
H -8.2091 -1.5236 -1.8038
H -5.3321 -0.6163 -1.5448
H -6.7343 0.4267 -1.5789
H -6.5541 0.1930 -5.2290
C 7.3269 5.1374 4.4740
F 7.0027 5.6764 3.2634
F 8.5703 5.6141 4.7844
F 6.4771 5.7019 5.3842
S 7.2559 3.3156 4.4928
O 8.2298 2.9012 3.4796
O 5.8619 2.9996 4.1672
N 7.6862 3.1182 6.0068
S 7.7480 1.5873 6.4150
O 8.8397 0.8025 5.8315
O 6.4657 0.8834 6.5002
C 8.2453 1.8365 8.1518
F 7.3388 2.5832 8.8514
F 9.4353 2.5002 8.2635
F 8.3929 0.6692 8.8430
C 3.6249 -6.5161 2.9355
C 2.5629 -7.3524 2.2517
C 2.8803 -7.6678 0.8213
O 1.5963 -7.8049 0.2401
C 0.7449 -7.0442 0.9911
O -0.3975 -6.7684 0.6714
O 1.3458 -6.6301 2.1480
H 3.6636 -5.5038 2.5179
H 3.3896 -6.4045 3.9996
H 4.6146 -6.9756 2.8479
H 2.3699 -8.2651 2.8284
H 3.4496 -8.5963 0.7196
H 3.4147 -6.8640 0.3028
Cs 7.9584 -1.2820 9.8290
Cl 0.1584 -2.8523 -5.1546
Al 2.8584 3.4268 -3.6941
O -9.3960 -4.4599 -6.4886
Cl -8.2416 -5.2663 -6.1426
O -8.1055 -5.3216 -4.7002
O -7.0491 -4.6754 -6.7182
O -8.4157 -6.6082 -6.6634
F -1.1960 -7.3985 2.7919
Na -0.8960 0.0574 7.0228
O -4.4365 6.5005 1.1118
H -4.5707 7.3235 1.6053
H -3.5807 6.1746 1.4285
*
```

## Properties
max |F| = 0.1779 hartree/bohr
gap between HOMO and LUMO = 0.04758 Ha

These are the Löwdin partial charges, in e, on atoms 1 to 4:
1. C -0.100
2. C -0.252
3. O -0.220
4. C -0.127

***

Entry 4:
Entry from the OMol25 dataset: a cluster of 3 separate species, C33H61BrClF4N3O13P3 in total (ωB97M-V with the def2-TZVPD basis set).

```
! RIJCOSX wB97M-V def2-TZVPD def2/J DEFGRID3
* xyz 1 1
C -1.2380 -7.6878 3.8129
C -1.3006 -8.1645 2.3681
O -1.5341 -7.0295 1.5542
C -1.0489 -7.1681 0.2307
C 0.2959 -6.4696 0.0496
O 0.1891 -5.1546 -0.4736
C 0.2067 -5.1518 -1.8884
C 0.2380 -3.6982 -2.4350
C -0.4818 -3.8152 -3.8030
C -1.2860 -2.6165 -4.3439
C -2.5150 -3.1206 -5.1155
Br -1.9106 -3.9922 -6.7524
N -0.5277 -2.9144 -1.4595
Cl -2.1677 -3.3322 -1.2582
C -0.2418 -1.5816 -1.3512
N -0.6517 -0.9920 -0.2532
C -0.4189 0.3926 0.1306
C 0.1425 0.4392 1.5440
C 0.9376 -0.5629 2.0691
C 1.4609 -0.4577 3.3468
C 1.1993 0.6599 4.1117
C 0.3941 1.6745 3.5971
C 0.1474 2.8995 4.4425
C -0.1288 1.5557 2.3255
N 0.4813 -0.9424 -2.3195
P -0.2438 0.4416 -3.1905
O -1.7552 0.4951 -2.5764
O 0.3891 1.8296 -2.6734
C 1.6419 -1.6450 -2.9336
C 1.7658 -1.5576 -4.4666
C 2.8757 -0.7753 -2.4652
F 4.0541 -1.3983 -2.6400
F 2.9339 0.3297 -3.2631
C 2.8059 -0.2136 -0.9936
F 4.0089 -0.4731 -0.4027
F 2.6893 1.1254 -0.9901
C 1.7432 -3.1673 -2.4948
C 2.4042 -3.3214 -1.1051
C 3.0591 -4.6845 -0.7777
O 2.2775 -4.0108 -3.4694
C 3.6747 -4.0358 -3.7232
C 4.0797 -5.4811 -4.0766
H -0.9795 -8.5020 4.4859
H -0.4870 -6.9013 3.8824
H -2.2041 -7.2559 4.0708
H -2.0889 -8.9160 2.2593
H -0.3415 -8.6437 2.1396
H -1.7988 -6.8602 -0.5005
H -0.8781 -8.2363 0.0562
H 0.9323 -7.1005 -0.5829
H 0.7930 -6.4165 1.0188
H 1.0500 -5.7292 -2.2706
H -0.6987 -5.6742 -2.2100
H -1.2115 -4.6234 -3.7739
H 0.1896 -4.1198 -4.6023
H -1.7003 -1.9671 -3.5705
H -0.7533 -2.0036 -5.0670
H -3.0871 -2.2603 -5.4495
H -3.1171 -3.8103 -4.5327
H -1.1721 -1.5496 0.4121
H 0.2917 0.8999 -0.5128
H -1.3836 0.8968 0.1774
H 1.1770 -1.4397 1.4763
H 2.0976 -1.2560 3.7028
H 1.6415 0.7372 5.0953
H -0.7351 3.4121 4.0684
H 1.0060 3.5667 4.3629
H -0.0073 2.6516 5.4886
H -0.7431 2.3595 1.9336
H -2.3540 0.2652 -3.2985
H -0.1676 2.2693 -2.0122
H 2.8246 -1.6629 -4.6922
H 1.2725 -2.3609 -4.9976
H 1.4739 -0.6102 -4.9018
H 2.0726 -0.6920 -0.3505
H 1.6606 -3.1625 -0.3228
H 3.1957 -2.6079 -0.9043
H 2.5788 -5.1264 0.0904
H 4.1142 -4.5832 -0.5309
H 2.9742 -5.4153 -1.5771
H 4.3015 -3.7236 -2.8904
H 3.9845 -3.4194 -4.5691
H 3.1668 -6.0309 -4.3090
H 4.5471 -5.9770 -3.2287
H 4.7379 -5.4878 -4.9402
C -1.1763 8.2583 -0.3776
O -0.4470 7.0481 -0.6330
P 0.9654 7.2509 -1.3856
O 1.6054 8.4600 -0.8684
O 0.3191 7.4696 -2.8750
C -0.7549 6.6415 -3.3262
O 2.1899 6.3258 -1.8967
C 1.9324 5.0020 -2.3999
H -2.2028 7.9604 -0.1728
H -0.7681 8.7659 0.4924
H -1.1515 8.9191 -1.2423
H -1.6921 7.1963 -3.2701
H -0.8528 5.7286 -2.7372
H -0.5633 6.3730 -4.3644
H 1.6095 5.0562 -3.4403
H 1.1747 4.4890 -1.8058
H 2.8568 4.4339 -2.3455
C -4.4911 4.5019 6.5324
O -4.2492 5.7158 5.8099
P -2.7150 6.2280 5.8158
O -1.8421 5.0498 5.7220
O -2.8055 6.8196 7.3417
C -3.9429 7.5868 7.7571
O -1.7798 7.4418 5.2955
C -2.3154 8.7779 5.1759
H -5.5641 4.4592 6.7084
H -4.1905 3.6422 5.9384
H -3.9630 4.5026 7.4846
H -4.5904 6.9694 8.3801
H -4.5216 7.9633 6.9142
H -3.5849 8.4307 8.3441
H -2.3093 9.2665 6.1500
H -3.3270 8.7749 4.7716
H -1.6728 9.3308 4.4970
*
```

## Properties
max |F| = 0.1082 hartree/bohr
gap between HOMO and LUMO = 0.29081 Ha

These are the Löwdin partial charges, in e, on atoms 1 to 4:
1. C -0.070
2. C -0.287
3. O -0.149
4. C -0.179